--- a ---
DFT (ωB97M-V/def2-TZVPD) results for the ion C6H14N4 with charge +2.

```
24
Properties=species:S:1:pos:R:3:mulliken_charge:R:1
C -1.8589 0.1790 1.1127 -1.155
H -0.8210 -0.0254 -2.3119 0.326
C -1.3257 0.4011 -1.3213 -1.943
N 1.9483 -0.2582 -0.7192 -0.385
C 0.5511 1.1008 0.4518 -0.639
H -2.7397 0.5297 0.4763 0.361
H 2.2765 1.8486 -0.3880 0.410
H 2.9771 -0.5358 -0.8685 0.328
H -2.3367 -0.1465 -1.3108 0.561
H 2.1542 0.3374 1.8705 0.456
C -0.6896 0.1720 0.0285 1.287
H -1.5423 0.8380 1.8881 0.414
H 0.0860 1.9786 0.9294 0.539
H 0.4506 -2.9263 -0.6467 0.367
H 1.1627 1.5393 -1.5749 0.411
C 0.0490 -1.1456 0.0068 0.169
N 1.4637 -0.9161 0.4142 -0.254
C 1.2731 0.1464 1.3914 -0.617
N 1.5663 1.1351 -0.6906 0.111
H 0.5883 -0.1922 2.1943 0.363
H -1.3212 -2.5305 -0.6609 0.307
H -1.5151 1.5181 -1.4604 0.399
N -0.3492 -2.2593 -0.4953 -0.148
H -2.0474 -0.7883 1.6846 0.333
```

Summary:
Charge: +2
Highest occupied orbital energy: -19.256 eV
SMILES string: CC1(C)C(=[NH2+])N2C[C@H]1[NH2+]N2
LUMO: -8.470 eV
Kohn-Sham gap: 10.79 eV

***

--- b ---
DFT (ωB97M-V/def2-TZVPD) results for the ion C6H14N4 with charge +2.

```
24
Properties=species:S:1:pos:R:3:mulliken_charge:R:1
H -1.5830 1.3461 -2.0539 0.383
H 3.4889 0.1079 -1.4623 0.178
N 1.4042 0.9850 0.9980 -0.142
C -2.5496 0.2881 -0.5174 -0.620
N -2.9561 -1.3609 1.1692 -0.136
C -1.2938 0.5967 -1.4532 -0.810
C 0.8266 0.4829 -0.0541 0.123
H -3.2948 -0.1808 -1.1129 0.490
N 3.0245 -0.6772 -1.1298 -0.456
C -2.1760 -0.6197 0.5322 0.125
H 3.0657 -1.4526 -1.8166 0.243
H -0.3887 1.9954 -0.2232 0.260
H 3.5616 0.8520 1.1492 0.405
H 2.6746 -0.3590 2.0651 0.237
H -2.6601 -1.8611 2.0291 0.329
N -0.2044 1.0934 -0.6545 -0.227
H -1.0613 -0.8615 0.5897 0.231
H 1.2759 1.9526 1.4563 0.312
H -0.8965 -0.2925 -1.9406 0.352
H -3.1805 1.0868 -0.1057 0.494
C 2.1924 -0.6112 -0.0638 0.385
C 2.6609 0.2870 1.1032 -0.757
H -3.9259 -1.2165 1.0376 0.279
H 1.9954 -1.5810 0.4586 0.322
```

Summary:
Charge: +2
Highest occupied orbital energy: -16.539 eV
SMILES string: N[C@H]1CN/C1=[NH+]/CCC=[NH2+]
LUMO: -8.288 eV
Kohn-Sham gap: 8.25 eV

***

Most stable to least stable: b, a

***

--- a ---
DFT (ωB97M-V/def2-TZVPD) results for an isolated molecule of C5H10NO2P.

```
19
Properties=species:S:1:pos:R:3:mulliken_charge:R:1
H -2.3440 0.9108 -2.2530 0.204
C -0.2033 0.8072 -2.4315 -0.621
H -0.4005 0.4154 -3.4903 0.287
C -0.7060 -0.1638 2.5955 -1.022
H 1.3476 0.8979 2.2246 0.017
C 0.1074 0.2380 -0.1808 0.232
H 1.7194 0.8052 -1.4919 0.311
H 1.2665 -2.0888 1.1020 0.330
H -0.0902 1.8804 -2.6632 0.217
N -1.4769 0.7783 -1.7648 -0.141
H -0.3849 -0.7699 3.4859 0.329
H 0.9436 -0.8762 -1.8511 0.242
O -2.1094 0.9884 0.4391 -0.676
H -1.6341 -0.6764 2.1238 0.317
C 0.8247 0.1710 -1.5344 -0.249
C -1.2195 0.8022 -0.3760 -0.029
O 1.5479 -1.2920 1.5109 -0.538
P 0.5746 -0.0090 1.3827 0.394
H -1.1623 0.7680 2.8341 0.397
```

Summary:
Highest occupied orbital energy: -7.826 eV
SMILES string: C[P@@H](O)=C1CCNC1=O
LUMO: 0.656 eV
Kohn-Sham gap: 8.48 eV

***

--- b ---
DFT (ωB97M-V/def2-TZVPD) results for a cluster of 2 separate species, C5H10NO2P in total.

```
19
Properties=species:S:1:pos:R:3:mulliken_charge:R:1
C 1.5360 -1.3440 -1.1601 -1.130
H 1.0291 -0.9673 -2.1525 0.253
C -0.5061 1.6439 -1.4698 0.573
N 0.4952 2.2104 -1.2817 -0.521
C 1.0997 -0.6802 0.2089 -0.527
C -1.3145 1.0017 2.0928 -0.620
H -1.0960 1.7138 1.2817 0.272
H 2.5312 -1.0591 -1.3830 0.363
H 1.3506 0.2966 0.2716 0.450
C -1.6980 0.9379 -1.6343 -1.058
H -2.5010 1.1915 -1.0015 0.390
H -1.6156 0.2503 -2.3658 0.447
O -1.3249 -2.2407 0.1210 -0.614
O -1.2936 -0.3561 1.6515 -0.331
H -2.4318 1.2547 2.3756 0.249
P -0.7409 -0.9189 0.2128 0.717
H -0.4621 1.2183 2.8127 0.265
H 1.2274 -2.3981 -1.2117 0.375
H 1.5752 -1.2003 1.0464 0.446
```

Summary:
Highest occupied orbital energy (spin up / spin down): -8.857 / -8.698 eV
LUMO (spin up / spin down): -1.259 / -1.303 eV
Kohn-Sham gap (spin up / spin down): 7.60 / 7.39 eV

***

Most stable to least stable: a, b

***

--- a ---
DFT (ωB97M-V/def2-TZVPD) results for the ion C2H2N3S2 with charge +1.

```
9
Properties=species:S:1:pos:R:3:mulliken_charge:R:1
C -2.1166 0.2547 0.2332 0.634
N 1.7161 -0.4989 0.0086 0.281
N -1.4605 1.1914 -0.2447 -0.353
C 2.3682 -1.4194 -0.4069 -0.074
H 2.9630 -2.1500 -0.8318 0.490
S 0.2865 1.5896 0.6507 0.209
H -1.7781 2.0283 -0.7123 0.349
S -2.7490 -1.0685 0.6968 -0.097
N 0.7704 0.0729 0.6065 -0.437
```

Summary:
Charge: +1
Highest occupied orbital energy: -13.020 eV
LUMO: -5.996 eV
Kohn-Sham gap: 7.02 eV

***

--- b ---
DFT (ωB97M-V/def2-TZVPD) results for the ion C2H2N3S2 with charge +1.

```
9
Properties=species:S:1:pos:R:3:mulliken_charge:R:1
N 0.1952 0.5618 0.8690 -0.258
S -1.3512 0.6673 1.3594 0.421
C 1.7437 -0.0112 -0.9014 -0.018
C 0.6497 0.0249 -1.7024 0.485
S -0.7127 0.3619 -2.2998 -0.098
N 1.2227 0.2090 0.2698 0.194
N -1.8636 -0.7494 1.4796 -0.365
H -2.7512 -0.7748 2.0078 0.316
H 2.8673 -0.2894 -1.0821 0.324
```

Summary:
Charge: +1
Highest occupied orbital energy: -13.610 eV
LUMO: -6.111 eV
Kohn-Sham gap: 7.50 eV

***

Most stable to least stable: a, b

***

--- a ---
DFT (ωB97M-V/def2-TZVPD) results for a structure of composition C4H12N3.

```
19
Properties=species:S:1:pos:R:3:mulliken_charge:R:1
N -1.1252 -0.5817 -1.2967 -0.340
H -0.4179 1.8777 0.8889 0.325
H -2.1439 -0.8541 -1.2273 0.271
H 0.9933 0.0470 -2.0075 0.214
C 1.0103 -0.2835 -0.0956 0.365
H -0.7571 -1.8597 1.4688 0.307
H 2.6219 -0.4295 1.1519 0.281
C 1.6983 -0.0453 -1.2173 -1.120
H -2.1154 -0.9414 1.0110 0.416
H 0.0339 1.8691 -0.6628 0.363
C -0.4561 -0.3140 -0.1923 0.805
H 2.8153 -0.0206 -1.3698 0.309
H -0.7577 -0.1044 1.9351 0.354
H -1.6377 1.8003 -0.2929 0.318
H -0.7625 -0.4695 -2.2373 0.155
N 1.5500 -0.4201 1.1282 -0.404
H 1.1538 0.0203 1.9318 0.184
N -0.6871 1.5278 -0.0447 -0.490
C -1.0162 -0.8183 1.1286 -1.314
```

Summary:
Charge: +1
Highest occupied orbital energy: -12.604 eV
LUMO: -3.278 eV
Kohn-Sham gap: 9.33 eV

***

--- b ---
DFT (ωB97M-V/def2-TZVPD) results for the ion C4H12N3 with charge +1.

```
19
Properties=species:S:1:pos:R:3:mulliken_charge:R:1
H -1.6983 -2.2167 0.2959 0.340
H 1.9363 1.6264 -2.7584 0.320
H -1.9956 -3.1839 1.7239 0.290
N 0.1651 0.2894 0.4371 -0.438
H 1.2818 -0.7414 2.0369 0.304
H 1.3674 3.0687 -2.6737 0.347
N -0.6341 -1.5733 2.0598 -0.214
C 0.3301 1.7424 -1.3960 0.250
H -0.7224 1.7971 -1.1410 0.331
H -0.8588 0.2765 0.2831 0.292
C 0.4442 -1.0184 1.2896 -0.437
H -2.7540 -1.5548 1.6047 0.301
H 0.3936 1.9221 -3.5415 0.331
N 0.8649 0.9610 -0.5430 0.091
H -0.9470 -1.2351 3.0284 0.282
C -1.7836 -2.1158 1.3590 -0.899
C 0.9554 2.0783 -2.7088 -1.083
H 1.8208 0.6847 -0.5922 0.265
H 0.8911 -1.7107 0.4741 0.327
```

Summary:
Charge: +1
Highest occupied orbital energy: -12.975 eV
SMILES string: C/C=[NH+]/NCNC
LUMO: -4.214 eV
Kohn-Sham gap: 8.76 eV

***

--- c ---
DFT (ωB97M-V/def2-TZVPD) results for the ion C4H12N3 with charge +1.

```
19
Properties=species:S:1:pos:R:3:mulliken_charge:R:1
H -0.6702 -1.6779 0.6302 0.226
H 2.9519 -0.4342 -0.6419 0.300
C -1.5025 0.9883 -0.7825 -0.545
H 3.4970 -0.3593 1.0692 0.349
H -2.4268 1.0969 -0.1346 0.392
H -1.8386 -0.5547 1.1972 0.284
C -1.5528 -1.1643 0.2833 -0.752
H 0.4674 -0.0269 -0.9272 0.376
C 2.5577 -0.5248 0.4646 -1.004
N -1.1583 -0.3764 -0.8669 -0.472
N 0.6662 0.6547 -0.1687 0.259
H -1.6864 1.2995 -1.8188 0.328
C 1.6447 0.5615 0.6991 0.143
H -1.1160 -0.8534 -1.8988 0.348
H -0.6450 1.8644 0.7946 0.351
N -0.3044 1.6424 -0.1112 -0.552
H 1.9992 -1.4368 0.6084 0.255
H 1.6153 1.1967 1.5536 0.429
H -2.4983 -1.8959 0.0504 0.285
```

Summary:
Charge: +1
Highest occupied orbital energy: -13.698 eV
SMILES string: C/C=[NH+]/NCNC
LUMO: -4.201 eV
Kohn-Sham gap: 9.50 eV

***

--- d ---
DFT (ωB97M-V/def2-TZVPD) results for the ion C4H12N3 with charge +1.

```
19
Properties=species:S:1:pos:R:3:mulliken_charge:R:1
C 0.8156 0.7816 0.6523 -0.257
H 1.1279 1.1603 1.6214 0.357
H -1.4187 -0.4114 -0.7227 0.231
C -0.4373 1.4925 0.1360 -0.745
H -0.5900 1.5555 -0.9335 0.435
N -1.3200 -1.4051 -0.8318 -0.288
N 1.0067 -1.3415 -0.6348 -0.187
H -1.3418 1.0576 0.5820 0.382
H -1.2535 3.4044 0.6708 0.277
H 0.0032 -2.4951 -2.0162 0.431
H 1.5381 0.9585 -0.1327 0.198
N -0.4303 2.8158 0.8298 -0.744
H -0.1051 -1.1842 1.2520 0.374
H -2.0272 -2.0766 -0.5729 0.242
C -0.1271 -1.8404 -1.1879 0.001
H 1.7922 -1.9793 -0.6777 0.322
H 1.5184 -1.1928 1.4936 0.406
C 0.8038 -0.7858 0.7774 -0.667
H -0.6918 2.6683 1.8026 0.231
```

Summary:
Charge: +1
Highest occupied orbital energy: -12.842 eV
SMILES string: N/C=[NH+]\CCCN
LUMO: -4.925 eV
Kohn-Sham gap: 7.92 eV

***

Most stable to least stable: a, d, b, c

***

--- a ---
DFT (ωB97M-V/def2-TZVPD) results for a structure of composition C4H12N3.

```
19
Properties=species:S:1:pos:R:3:mulliken_charge:R:1
H -2.1642 1.7659 -0.1256 0.376
H -1.3358 1.4295 -1.5504 0.336
H -1.5233 -0.7995 -1.1194 0.562
H 0.6506 -1.9165 -1.1306 0.308
C 2.2070 0.4116 0.6083 -1.461
C -0.9827 -0.6559 -0.2443 -0.051
N -1.8618 -1.0745 0.7176 -0.637
H 0.7983 -1.9316 0.6490 0.300
C 0.4389 -1.2619 -0.2770 -0.729
N -0.5242 0.6581 0.1387 -0.525
H -1.7641 -0.9656 1.7705 0.228
H -0.7548 2.6107 -0.4852 0.320
N -1.2216 1.7270 -0.6169 -0.248
H 2.8958 1.1879 0.3858 0.375
H -2.1781 -2.0547 0.5686 0.222
H 1.8459 0.7386 1.5120 0.421
H 2.8986 -0.4356 0.8807 0.327
C 1.2672 0.0102 -0.3270 0.525
H 1.3085 0.5561 -1.3549 0.351
```

Summary:
Charge: +1
Highest occupied orbital energy: -13.013 eV
LUMO: -3.293 eV
Kohn-Sham gap: 9.72 eV

***

--- b ---
DFT (ωB97M-V/def2-TZVPD) results for the ion C4H12N3 with charge +1.

```
19
Properties=species:S:1:pos:R:3:mulliken_charge:R:1
H -1.1246 1.1154 -1.0370 0.457
H 1.9330 -0.0628 1.1764 0.183
N 2.3923 0.1930 0.3189 -0.482
H -1.8972 0.8687 1.4151 0.400
C -0.9992 0.1698 -0.4862 0.049
C 1.5213 0.4612 -0.8216 -0.426
C -0.9780 0.4586 1.0249 -0.580
C 0.2916 -0.3768 -0.8725 -0.165
H -0.3218 -0.7683 2.6028 0.276
H 0.2585 -1.0616 -1.7258 0.333
H 0.0286 -1.3616 1.1049 0.247
H -2.5891 -0.3275 -1.7215 0.262
N -2.1773 -0.6022 -0.8437 -0.583
H -0.1041 1.0992 1.1790 0.354
H 3.1207 0.8836 0.3998 0.243
H 1.2494 1.5198 -0.9094 0.348
H -2.0730 -1.6006 -0.7372 0.251
N -0.6484 -0.8516 1.6489 -0.545
H 2.1172 0.2438 -1.7159 0.376
```

Summary:
Charge: +1
Highest occupied orbital energy: -13.994 eV
LUMO: -7.759 eV
Kohn-Sham gap: 6.24 eV

***

Most stable to least stable: b, a

***

--- a ---
DFT (ωB97M-V/def2-TZVPD) results for the ion C4H12N3 with charge +1.

```
19
Properties=species:S:1:pos:R:3:mulliken_charge:R:1
H -2.8712 0.3604 -0.6240 0.413
C 0.3139 -0.3436 0.5493 -0.131
N 1.0564 -0.7089 -0.6901 -0.172
H -1.5684 0.8076 -2.7410 0.257
C 0.9822 -0.3391 1.7688 -0.221
H -0.5082 1.4616 0.0876 0.329
H 1.0411 0.1451 -1.2247 0.354
H 3.1055 -0.2138 2.2897 0.274
H 2.6402 -1.6899 2.0957 0.239
H -1.4709 0.3633 1.2611 0.416
N 2.3900 -0.7494 1.7685 -0.646
H -1.8872 -0.7538 -1.1546 0.350
H 0.4835 -0.1942 2.6775 0.426
C -1.8254 0.3506 -0.8692 -0.731
H -2.1717 2.0790 -1.9959 0.251
H 0.6119 -1.4603 -1.2439 0.370
H 2.0545 -0.9347 -0.4114 0.404
N -1.4710 1.3417 -1.8943 -0.620
C -0.9053 0.4782 0.3510 -0.563
```

Summary:
Charge: +1
Highest occupied orbital energy: -13.747 eV
SMILES string: N/C=C(\[NH3+])CCN
LUMO: -3.296 eV
Kohn-Sham gap: 10.45 eV

***

--- b ---
DFT (ωB97M-V/def2-TZVPD) results for a structure of composition C4H12N3.

```
19
Properties=species:S:1:pos:R:3:mulliken_charge:R:1
C -1.4538 -1.8809 0.2412 -1.088
H -0.3889 1.6124 -1.4175 0.315
N -0.0127 0.1031 0.5760 -0.056
H 1.6285 -1.9123 -0.4798 0.342
H -1.9797 0.1255 0.2123 0.437
C 1.4780 -0.8675 -0.1412 -0.093
H -1.0042 -0.3034 -1.2406 0.327
H 3.5006 -0.7647 0.2874 0.305
H -2.1824 -1.7688 0.9727 0.324
H -1.9461 -2.4571 -0.6842 0.267
H 2.3876 0.7628 0.4530 0.318
H 0.1787 3.0254 -0.7168 0.314
H -0.6475 -2.4636 0.5378 0.385
N 0.2687 1.3510 0.5235 -0.143
H -1.3289 2.2435 -0.0713 0.405
H 0.4384 1.8133 1.3159 0.206
C -0.3734 2.1095 -0.4532 -0.904
C -1.1146 -0.4499 -0.1306 -0.469
N 2.5515 -0.2782 0.2154 -0.192
```

Summary:
Charge: +1
Highest occupied orbital energy: -13.479 eV
LUMO: -4.371 eV
Kohn-Sham gap: 9.11 eV

***

Most stable to least stable: a, b